1.
Computed, not measured: C24H51AlBr24FS as an isolated structure in a non-equilibrium geometry, with ωB97M-V/def2-TZVPD.

```
102
Properties=species:S:1:pos:R:3
C 5.094 7.793 -5.746
H 3.048 -1.864 1.955
H -10.594 -1.189 -3.874
C -12.132 -2.590 -3.358
Br 1.740 -0.663 4.304
Br -12.399 0.240 -2.993
H 3.417 1.372 -4.639
H -7.878 3.459 -3.038
H 1.056 -2.218 -6.824
H 3.727 -3.408 2.511
H 3.059 2.637 -5.829
H -0.658 2.458 -0.138
H -2.822 -0.818 4.482
H -4.915 4.076 8.964
H -3.902 0.578 4.674
Br -13.123 -3.183 -1.789
Br 5.445 -7.375 4.371
C 3.773 2.296 -5.083
H -12.861 -2.428 -4.145
C -2.905 0.191 4.874
C 0.703 -4.809 7.106
H 4.620 4.199 -4.469
H 3.859 -1.920 4.432
H 0.005 -4.560 6.309
C 8.353 3.680 -2.910
H 2.481 -2.990 4.752
C -5.095 3.055 8.644
Br 4.207 -3.384 -4.970
C -2.593 0.278 6.345
H -5.906 2.630 9.231
C 4.083 -8.470 5.226
H 2.342 1.784 -0.039
H 2.154 -4.398 -5.946
H -5.313 1.925 6.808
H 2.331 -1.337 -5.960
H 0.361 -5.702 7.618
C 2.874 -2.230 4.088
H -6.394 3.323 6.960
H 4.948 8.870 -5.705
C 5.433 7.360 -7.147
Br 6.094 5.535 -7.186
Br -7.957 2.341 -5.235
H 10.172 2.565 -3.070
Br 1.297 -3.619 2.154
H 6.241 7.969 -7.546
Br 5.394 1.855 -6.071
C 0.385 2.659 -0.363
C 2.666 -3.466 -6.162
Br -4.190 4.022 6.102
Br 1.790 -4.148 9.674
H -9.159 2.229 -3.064
Br -1.704 1.301 3.825
C 1.771 -2.267 -6.004
H -6.168 1.488 -3.028
H 7.633 3.018 -3.378
H 3.291 -7.800 5.541
C -11.305 -1.367 -3.070
Br -3.514 2.030 9.123
H 10.409 4.320 -3.178
H -7.121 1.711 -1.546
H -10.771 -1.427 -2.128
C 3.593 -9.560 4.312
Al -1.622 -0.812 -3.471
Br 0.668 -2.377 -4.394
C -7.173 1.484 -2.609
Br 0.567 2.513 -2.292
H 8.329 3.536 -1.832
C -5.398 2.943 7.174
H -2.409 1.292 6.676
Br -1.008 -0.756 6.792
Br 2.362 -5.277 6.204
H 3.081 3.770 -3.694
H -3.396 -0.156 6.937
C 2.926 -2.685 2.655
H 5.851 7.501 -5.025
Br 4.969 2.705 -2.520
Br 3.412 7.026 -5.140
C 0.883 -3.636 8.029
C 9.750 3.498 -3.437
Br 7.714 5.494 -3.200
H -0.083 -3.247 8.341
H 4.581 7.403 -7.819
C 4.024 3.381 -4.075
H -11.489 -3.426 -3.622
H 4.567 -8.896 6.102
H 3.013 -10.291 4.872
Br 0.786 -0.099 0.374
Br 2.382 -8.868 2.959
H 3.090 -3.508 -7.164
Br -7.794 -0.351 -2.712
H 1.468 -2.837 7.583
H 4.399 -10.061 3.787
H 1.375 2.039 1.430
H -4.476 -1.391 -3.222
H -1.193 -0.186 -2.075
Br 9.774 3.348 -5.376
S -3.872 -0.336 -3.775
C 1.339 1.757 0.378
C -8.118 2.430 -3.299
F -1.459 -2.596 -3.449
H 0.614 3.698 -0.135
H -0.902 -0.080 -4.707
```

Charge: -1
Largest force on an atom: 2.4 eV Å⁻¹
Orbital gap: 0.225 Eh



2.
Computed, not measured: C24H51N2O7S2 as an isolated structure in a non-equilibrium geometry, with ωB97M-V/def2-TZVPD.

```
86
Properties=species:S:1:pos:R:3
H 3.205 5.495 -5.013
H -0.081 2.107 0.370
H -5.047 -3.228 -3.452
H -3.746 -4.796 -4.722
O 2.515 -0.388 3.025
C 4.561 5.575 -3.292
N 3.061 0.542 -0.515
O 0.861 4.163 3.006
C -0.546 -2.250 0.741
H 5.256 4.739 -3.354
H -4.525 1.222 -1.014
H 0.467 -2.674 3.026
C -2.600 1.768 -0.146
H -0.451 -1.845 -0.260
C -3.820 0.849 -0.280
H -3.133 -2.519 0.253
C -3.371 -0.581 -0.648
H 3.034 1.611 -2.313
S 2.612 0.801 2.205
C 3.218 5.275 -3.944
N 1.485 1.801 2.790
C -2.294 -5.038 -3.142
C 2.716 1.748 -1.286
H 0.973 -6.112 2.334
H -1.783 1.119 0.122
H -1.197 -3.356 -2.265
C 4.140 5.920 -1.866
H 3.471 -5.141 2.932
H 1.107 0.497 0.353
H 3.271 2.587 -0.897
H 2.704 -3.741 4.787
C 2.831 6.658 -2.098
H -2.422 2.291 -1.078
H -4.326 0.794 0.676
C -1.084 -1.177 1.686
H -3.125 3.754 0.604
H -0.694 -1.380 2.673
C -2.725 2.819 0.976
C -0.171 2.991 0.980
H 1.575 -6.202 4.002
H 1.648 1.946 -1.269
C 0.818 -3.328 3.829
C 2.138 0.197 0.541
C -1.448 3.030 1.793
C -4.261 -3.751 -2.904
H -2.862 -0.053 2.065
O 2.336 3.648 1.174
H 5.025 6.443 -3.767
H -0.163 3.833 0.297
H 2.132 6.550 -1.270
H 2.935 4.226 -3.801
C -1.936 -3.562 -3.040
C -3.411 -1.519 0.562
H -1.490 4.006 2.254
C 2.514 -4.630 2.829
H -0.674 -0.212 1.410
H 2.123 -0.878 0.636
O 0.284 -4.649 3.613
H -1.157 -3.141 0.739
H 3.050 -0.237 -1.160
H -3.470 2.441 1.668
C -2.624 -1.071 1.783
C 1.328 -5.519 3.180
O 2.254 6.096 -3.284
H 2.822 -2.547 3.488
O -3.149 -2.874 -2.727
H -1.394 2.327 2.616
H -4.044 -0.994 -1.385
H 3.003 7.727 -2.274
H -2.264 -5.502 -2.153
H 4.871 6.516 -1.323
H -4.650 -4.022 -1.916
C 2.329 -3.465 3.797
H 3.957 5.006 -1.297
H -4.313 -5.873 -3.441
H -1.556 -3.179 -3.994
S 1.266 3.196 2.025
H -1.623 -5.592 -3.797
H -2.940 -1.696 2.612
H -4.455 -1.588 0.862
O 3.933 1.327 2.149
H -2.381 -0.595 -1.090
H 0.446 -2.941 4.776
C -3.734 -4.973 -3.644
H 2.425 -4.275 1.799
H 0.441 -2.548 1.077
```

Charge: -1
Largest force on an atom: 1.5 eV Å⁻¹
Relative energy (zero: lowest compared OMol25 entry of this formula, charge and spin): 0.000 eV
Orbital gap: 0.303 Eh



3.
Computed, not measured: C24H51N6O6P3PbS as an isolated structure, with ωB97M-V/def2-TZVPD.

```
92
Properties=species:S:1:pos:R:3
H 2.125 -1.167 -4.774
H -4.349 1.541 0.343
H -0.938 0.190 6.584
C 2.446 0.027 2.552
H 2.495 1.083 2.832
N 1.561 -0.880 -5.556
Pb -0.170 -0.343 -0.472
C -3.718 2.077 1.055
O 4.026 -1.437 1.050
H 1.208 0.251 -8.433
C 4.424 3.219 1.508
C -0.980 1.260 -6.977
N -3.390 4.708 -0.378
H 0.200 -5.076 4.044
C 6.363 -1.997 0.824
O 4.131 0.999 0.631
C 1.710 0.523 5.992
H 4.237 4.281 1.349
H -1.911 0.702 -7.089
O 0.935 -2.093 2.681
H 5.501 3.057 1.472
H -1.561 -2.569 1.796
C 4.571 -3.238 -0.469
C 3.745 2.411 0.428
C 0.610 0.038 -5.467
H 2.605 0.610 5.376
H 3.925 3.837 -1.160
H 6.654 -1.023 1.214
C 4.162 2.789 -0.973
N -3.398 -3.024 -0.914
H 5.287 -3.619 -1.197
S 0.068 0.791 -4.007
H 5.115 -1.161 -0.717
H -4.337 4.952 2.718
H 1.655 -2.349 -7.074
O 0.213 -0.116 4.162
C 0.839 -4.303 3.617
H 3.602 -3.135 -0.958
N 0.108 0.347 -6.653
H 2.834 -1.034 -7.238
H -5.168 3.590 -0.546
C -2.571 3.650 -0.957
P -2.018 2.350 0.268
H 3.093 -0.525 3.239
H 2.035 0.272 7.002
C -0.989 -3.454 2.085
H 7.148 -2.341 0.151
H 3.654 2.173 -1.715
C -1.475 3.519 1.630
C -4.631 4.194 0.184
C -2.571 -2.227 -0.823
H -5.261 5.018 0.514
N -4.302 3.354 1.351
C -0.011 -3.136 3.188
H -0.468 -3.865 1.218
H 1.370 -4.728 2.765
H -0.091 -1.153 7.355
H -0.527 -2.694 4.042
H 4.488 -3.969 0.335
O 2.073 -0.265 -0.164
H -3.126 3.163 -1.761
P 3.160 -0.179 0.904
H 2.653 2.460 0.528
C 0.766 -0.547 5.504
H -0.743 1.744 -7.923
H -4.120 -3.719 -1.005
H -1.082 2.010 -6.199
H -0.532 3.985 1.333
H -3.299 6.275 1.003
C 5.063 -1.919 0.067
C -0.429 -0.755 6.398
C -2.695 5.427 0.683
H -1.137 -1.464 5.970
H 1.287 -1.490 5.323
H -1.736 5.796 0.322
H 1.201 1.487 6.036
H -1.307 2.956 2.550
P 0.767 -0.554 2.790
H 6.284 -2.707 1.647
H 1.565 -4.010 4.375
N -2.462 4.553 1.844
H -1.700 -4.203 2.435
H -3.533 3.467 3.315
C -3.711 4.103 2.452
H -1.683 4.099 -1.407
C 1.813 -1.280 -6.953
C 0.768 -0.441 -7.714
O -0.157 0.047 1.729
H 5.238 2.662 -1.089
H -3.611 1.488 1.966
H 0.020 -1.045 -8.228
H 4.069 2.954 2.504
```

Charge: +4
Largest force on an atom: 0.4 eV Å⁻¹
Relative energy (zero: lowest compared OMol25 entry of this formula, charge and spin): 0.093 eV
Orbital gap (spin up / spin down): 0.227 / 0.200 Eh



4.
Computed, not measured: C24H53AlCaClF4IMgN5O13P2 as an isolated structure in a non-equilibrium geometry, with ωB97M-V/def2-TZVPD.

```
106
Properties=species:S:1:pos:R:3
H -1.634 2.898 3.192
C -5.015 0.775 0.730
H 1.607 -1.182 -4.430
C -3.933 1.401 -1.374
C -4.848 -7.719 -4.531
C -7.246 1.879 1.309
O -4.902 -7.253 -5.655
Cl 2.839 1.438 -4.926
H 4.208 -0.456 -1.876
O 8.082 2.207 4.595
H -7.278 2.333 0.318
H -5.962 -8.552 -2.950
H 2.168 -2.778 1.077
H -5.922 0.639 -2.565
C -6.392 0.609 1.366
C -6.166 0.343 -1.546
H 2.154 -0.720 -5.758
H -3.859 -1.034 -1.900
H -4.377 2.392 -1.298
H 2.649 5.015 4.815
H 4.601 1.523 -3.916
N -4.884 0.408 -0.742
H -0.011 3.139 0.962
H 2.840 1.572 3.635
H 0.071 2.711 4.627
H -1.374 1.123 3.010
O 1.833 0.690 -2.492
H 0.189 0.281 1.332
H -6.770 -1.470 -2.555
N -3.691 -7.845 -3.830
C 3.948 -0.652 -0.824
H -1.204 0.430 0.278
C 2.819 2.566 3.163
C 1.837 -1.741 0.911
C 2.301 1.879 -1.888
H 5.972 1.668 -4.875
H -8.271 1.657 1.609
H 3.241 -1.301 2.515
F 0.930 -5.255 -5.488
H -6.240 0.379 2.423
C 0.555 1.133 -0.691
C 1.014 -0.052 -1.555
F -1.421 -4.308 -4.282
H 3.240 2.409 2.151
C -0.909 2.100 2.815
C -0.680 2.260 1.246
H 9.969 2.676 3.827
P 8.945 -1.045 4.857
O 1.806 1.817 -0.596
N 1.456 3.078 3.011
H -3.782 1.137 -2.417
I -0.528 -1.295 -2.430
H 4.673 -1.406 -0.471
H 2.825 0.195 1.492
H 9.129 4.010 4.540
C -0.266 0.931 0.569
H 1.903 6.382 3.887
C 0.401 2.280 3.663
H 9.840 2.802 5.544
H -6.848 -8.088 -4.358
H 3.196 5.467 3.155
Mg -1.338 4.312 1.636
H -4.685 1.809 0.840
C -4.315 -0.991 -0.911
H -5.784 -2.098 0.211
N -5.975 -8.164 -3.873
H 1.694 -0.490 2.647
O 2.090 -1.503 -5.200
H -2.830 -7.527 -4.268
H -1.722 2.516 0.808
C 1.322 4.464 3.149
O 2.937 2.748 -2.358
H 5.738 0.278 -3.985
H 4.742 0.609 -5.297
O 9.839 -1.969 5.661
H -4.288 0.159 1.258
H -5.336 -2.868 -1.300
F 0.588 -5.500 -2.718
C -6.627 -1.119 -1.533
C -0.356 2.186 -1.469
O -1.292 1.793 -2.190
H 3.519 3.194 3.726
C 2.478 -0.757 1.920
H -3.647 -8.228 -2.906
C 2.326 5.374 3.830
O 9.378 -1.040 3.389
H -6.855 2.630 1.997
H 4.023 0.321 -0.306
O -0.144 3.398 -1.283
H -6.940 -0.240 0.957
F -0.947 -7.101 -4.477
N 5.271 1.018 -4.517
C 9.229 2.902 4.623
P 2.202 -1.352 -0.887
H -3.558 -1.178 -0.154
C -5.520 -1.904 -0.831
O 0.299 5.005 2.728
O 7.468 -1.446 4.974
H -2.987 1.362 -0.845
H -7.585 -1.241 -1.026
H 0.739 1.266 3.918
H -6.897 1.043 -1.159
Ca 5.260 -1.248 2.615
Al -0.205 -5.533 -4.245
H 0.743 -1.763 1.014
O 9.118 0.395 5.432
```

Charge: -1
Largest force on an atom: 3.6 eV Å⁻¹
Orbital gap: 0.059 Eh



5.
Computed, not measured: C24H53BBrCl4KN6NaO14 as an isolated structure in a non-equilibrium geometry, with ωB97M-V/def2-TZVPD.

```
105
Properties=species:S:1:pos:R:3
C -1.044 1.708 2.814
H 7.341 -3.478 -2.589
C 2.015 0.543 -0.236
H 0.265 -3.718 -2.908
H 2.366 -2.318 -3.176
H -5.518 5.531 5.807
H -0.972 0.753 3.342
C 3.394 -2.899 -5.477
H 5.655 -3.800 -2.136
C 5.464 -1.565 -0.925
H -3.052 0.298 2.477
H 3.913 0.355 3.640
H 8.049 -0.777 -0.894
O -2.528 -4.092 -7.679
H 0.637 -3.238 -5.902
O -1.515 -2.939 -0.394
H 2.141 0.962 0.769
C -4.111 -0.842 2.248
H -5.053 5.904 4.131
O -3.337 -4.017 0.063
Na -2.656 9.369 1.773
H -6.283 -0.660 2.405
N -2.107 -4.017 -0.115
H -0.098 2.506 0.229
O -2.367 2.220 2.883
H -3.719 -0.941 3.246
C -4.366 1.655 5.174
Cl -4.347 5.478 -0.391
O 1.051 5.664 -1.825
C 0.896 -3.830 -3.800
O 0.818 1.029 -0.923
H 2.718 -3.253 -6.256
H 4.410 -2.952 -5.872
H 7.682 -1.626 0.616
H -1.138 1.197 -0.300
H 3.409 4.558 -1.606
H 3.100 4.210 0.121
H 2.149 0.696 2.911
H -0.732 1.581 1.773
C -5.397 -0.698 1.791
H -5.412 1.133 2.095
C -5.448 5.130 4.789
H -0.379 2.420 3.300
H -2.281 -0.949 1.201
C 2.018 -1.634 1.211
C -5.334 -0.616 0.376
H 2.902 -1.453 -0.798
C -4.714 1.618 2.778
H 0.013 0.862 1.031
N 6.604 -2.277 -1.049
O 5.367 -0.501 -0.355
C 3.267 -1.124 1.992
C 2.322 -3.393 -3.401
C -3.311 1.340 2.270
C -3.068 5.949 0.730
H -3.277 1.511 1.186
H 3.881 -0.479 1.351
H 1.045 -1.503 -0.806
H -4.943 2.685 2.778
H -0.808 -3.127 -4.933
H 1.570 -5.376 -4.908
H 8.648 -2.435 -0.642
O 3.329 -3.738 -4.335
N -1.524 -3.356 -7.676
H 6.972 -4.331 -1.070
H -3.533 -0.694 -0.944
H -3.291 1.766 5.032
C -4.012 -0.713 0.021
C 6.642 -3.545 -1.752
H -6.107 2.865 5.503
B 2.888 -0.188 3.291
C 7.821 -1.752 -0.459
H 1.156 -5.811 -3.419
K 0.807 -0.564 -2.504
H 2.078 3.443 -1.126
C 1.970 -1.085 -0.248
Cl -1.643 6.481 -0.176
Cl -3.643 7.324 1.733
Br 2.161 -1.235 4.862
Cl -2.656 4.587 1.774
H -6.445 4.847 4.431
O -4.975 1.035 4.050
C 0.271 -2.979 -4.910
O -0.401 -3.820 -7.989
H 2.920 0.837 -0.799
H 4.599 -2.052 -1.407
C 2.655 4.320 -0.862
H -4.515 0.954 5.998
O -4.572 4.031 4.738
H 2.106 -2.725 1.117
O -1.451 -5.070 -0.015
H 2.587 -3.916 -2.478
C -5.019 2.967 5.572
O 1.499 5.976 0.248
H 3.170 -1.856 -5.228
N 0.853 -5.235 -4.201
H -4.740 3.211 6.605
H 0.455 -1.911 -4.743
H 3.931 -1.964 2.264
N 1.666 5.420 -0.812
C -0.134 1.414 0.098
O -1.630 -2.148 -7.360
N -3.280 -0.852 1.164
H 1.079 -1.358 1.707
H -6.162 -0.502 -0.305
```

Charge: -1
Largest force on an atom: 4.0 eV Å⁻¹
Orbital gap: 0.080 Eh



Number 1: E_tot -1726890.3119 eV. Number 2: E_tot -64697.8141 eV. Number 3: E_tot -90857.7535 eV. Number 4: E_tot -140366.0322 eV. Number 5: E_tot -204885.4545 eV.